C33H30AsGaN9 | ωB97M-V/def2-TZVPD

Properties
**Charge**: +3
**Kohn-Sham gap**: 4.9 eV
**2S+1**: 1
**ΔE to the lowest compared entry with this formula, charge and spin**: 0.4 kcal per mole

XYZ file:
```
74
C33H30AsGaN9 (ωB97M-V/def2-TZVPD)
Ga -0.02 0.52 -0.72
C 3.08 2.68 1.59
C 2.43 1.65 0.91
N 1.16 1.80 0.55
C 0.52 2.94 0.87
C 1.19 3.94 1.55
N 2.47 3.81 1.89
C -0.91 2.99 0.47
C -1.78 4.03 0.71
C -3.12 3.93 0.30
C -3.53 2.74 -0.34
C -2.61 1.73 -0.54
N -1.33 1.88 -0.16
C -2.90 0.40 -1.13
C -4.15 -0.04 -1.52
N -4.35 -1.27 -1.99
C -3.30 -2.08 -2.07
C -2.03 -1.66 -1.68
N -1.84 -0.43 -1.23
C -4.07 5.02 0.53
C -3.98 5.82 1.67
C -4.91 6.83 1.84
N -5.87 7.09 0.96
C -5.95 6.34 -0.13
C -5.09 5.29 -0.39
H 4.12 2.57 1.89
H 2.91 0.72 0.66
H 0.71 4.87 1.82
H -1.44 4.93 1.21
H -4.56 2.62 -0.63
H -5.02 0.60 -1.46
H -3.46 -3.09 -2.43
H -1.17 -2.32 -1.74
H -3.24 5.64 2.43
H -4.89 7.46 2.73
H -6.74 6.59 -0.83
H -5.19 4.73 -1.31
N 2.40 -5.13 2.91
C 3.07 -6.32 2.92
C 3.33 -7.24 3.93
C 4.05 -8.35 3.56
C 4.50 -8.56 2.23
C 4.24 -7.66 1.24
C 3.51 -6.51 1.59
N 3.11 -5.46 0.81
C 2.45 -4.65 1.62
C 1.88 -3.43 1.15
C 1.18 -2.51 1.95
C 0.67 -1.37 1.39
N 0.80 -1.07 0.07
C 1.48 -1.96 -0.71
C 2.02 -3.11 -0.22
H 1.95 -4.71 3.71
H 2.99 -7.10 4.95
H 4.28 -9.10 4.31
H 5.06 -9.46 2.01
H 4.58 -7.80 0.22
H 1.03 -2.67 3.00
H 0.13 -0.65 2.00
H 1.57 -1.71 -1.76
H 2.56 -3.79 -0.87
C 2.86 1.04 -2.96
As 0.94 1.18 -2.90
C 0.25 0.26 -4.44
C 0.54 3.05 -3.16
H 3.20 1.42 -3.92
H 3.17 0.00 -2.86
H 3.30 1.63 -2.16
H 0.68 0.72 -5.32
H -0.84 0.35 -4.48
H 0.53 -0.80 -4.40
H 0.91 3.35 -4.14
H 1.03 3.65 -2.39
H -0.54 3.21 -3.13
```

Charges obtained by Mulliken population analysis, quoted in units of e: number 1, Ga, carries -0.97; number 2, C, carries -0.55; number 3, C, carries -0.24; number 4, N, carries -0.08; number 5, C, carries -0.25; number 6, C, carries -0.20; number 7, N, carries -0.49; number 8, C, carries 0.99; number 9, C, carries -1.01; number 10, C, carries 0.67; number 11, C, carries -0.91; number 12, C, carries 0.73; number 13, N, carries 0.43; number 14, C, carries 0.23; number 15, C, carries -0.28; number 16, N, carries -0.48; number 17, C, carries -0.52; number 18, C, carries -0.06; number 19, N, carries -0.13; number 20, C, carries 0.43; number 21, C, carries -0.56; number 22, C, carries -0.47; number 23, N, carries -0.50; number 24, C, carries -0.48; number 25, C, carries -0.56; number 26, H, carries 0.42; number 27, H, carries 0.51; number 28, H, carries 0.47; number 29, H, carries 0.68; number 30, H, carries 0.72; number 31, H, carries 0.47; number 32, H, carries 0.42; number 33, H, carries 0.46; number 34, H, carries 0.48; number 35, H, carries 0.39; number 36, H, carries 0.39; number 37, H, carries 0.49; number 38, N, carries 0.00; number 39, C, carries 0.81; number 40, C, carries -1.06; number 41, C, carries -0.40; number 42, C, carries -0.53; number 43, C, carries -0.81; number 44, C, carries 0.67; number 45, N, carries -0.51; number 46, C, carries -0.29; number 47, C, carries 1.19; number 48, C, carries -1.00; number 49, C, carries -0.40; number 50, N, carries 1.07; number 51, C, carries -0.69; number 52, C, carries -0.74; number 53, H, carries 0.19; number 54, H, carries 0.40; number 55, H, carries 0.41; number 56, H, carries 0.41; number 57, H, carries 0.45; number 58, H, carries 0.41; number 59, H, carries 0.54; number 60, H, carries 0.52; number 61, H, carries 0.60; number 62, C, carries -1.08; number 63, As, carries 0.64; number 64, C, carries -1.15; number 65, C, carries -1.09; number 66, H, carries 0.47; number 67, H, carries 0.39; number 68, H, carries 0.39; number 69, H, carries 0.47; number 70, H, carries 0.40; number 71, H, carries 0.41; number 72, H, carries 0.48; number 73, H, carries 0.37; number 74, H, carries 0.38